The following is a quantum chemistry calculation of a 11-piece molecular cluster, C5H36N3O10 overall, from OMol25.

Spin multiplicity: 1
Charge: +1
Orbital gap in hartree: 0.3402
E_tot in hartree: -1128.631263

Each line ends with the Mulliken charge.
Atoms and positions in Å:
C1 -1.20 -2.05 -1.91  -0.65
C2 -0.05 -2.90 -1.33  -0.48
C3 1.35 -2.66 -1.94  -0.48
C4 2.09 -1.37 -1.60  -0.79
N1 2.25 -1.07 -0.18  -0.01
C5 3.24 -1.97 0.44  -0.38
N2 2.92 -2.17 1.86  -0.53
N3 -1.30 -0.63 -1.43  0.30
H1 -2.13 -2.55 -1.66  0.38
H2 -1.11 -2.04 -2.99  0.35
H3 -0.30 -3.93 -1.57  0.35
H4 -0.05 -2.86 -0.24  0.16
H5 1.97 -3.52 -1.63  0.29
H6 1.23 -2.72 -3.02  0.46
H7 1.60 -0.53 -2.12  0.06
H8 3.08 -1.39 -2.06  0.45
H9 1.37 -1.13 0.33  -0.02
H10 4.23 -1.51 0.29  0.32
H11 3.22 -2.95 -0.03  0.28
H12 2.63 -1.28 2.27  0.23
H13 3.74 -2.50 2.35  0.21
H14 -0.86 -0.54 -0.51  -0.02
H15 -0.81 -0.03 -2.12  0.14
H16 -2.29 -0.25 -1.32  0.53
H17 -0.27 -2.78 4.01  0.28
H18 0.89 -2.02 3.27  0.31
O1 0.02 -2.48 3.15  -0.64
H19 -0.56 1.77 4.24  0.33
H20 -0.10 2.29 2.88  0.40
O2 -0.06 1.49 3.46  -0.71
H21 -2.52 4.07 -0.60  0.35
H22 -1.20 3.40 -1.01  0.45
O3 -1.95 3.34 -0.36  -0.89
H23 1.23 3.04 0.77  0.43
H24 1.90 1.74 0.19  0.36
O4 1.79 2.70 0.04  -0.77
H25 -0.82 0.27 2.50  0.42
H26 -0.83 -1.28 2.42  0.44
O5 -1.11 -0.47 1.91  -0.93
H27 0.60 4.16 -2.40  0.29
H28 0.89 3.10 -1.27  0.43
O6 0.24 3.36 -2.01  -0.85
H29 -2.94 1.89 -0.65  0.44
H30 -3.72 0.79 0.11  0.39
O7 -3.36 1.01 -0.79  -0.78
H31 -2.84 -0.10 1.93  0.55
H32 -4.36 -0.55 2.10  0.29
O8 -3.78 0.16 1.81  -0.70
H33 0.06 1.88 -2.94  0.40
H34 -0.57 1.16 -4.20  0.27
O9 -0.15 1.01 -3.34  -0.67
H35 -0.94 3.50 1.09  0.47
H36 -0.17 4.49 2.04  0.30
O10 -0.19 3.58 1.73  -0.81